*one*
Entry from the Open Molecules 2025 dataset: an isolated molecule of C4H7ClN2 (wB97M-V/def2-TZVPD).

CARTESIAN COORDINATES (ANGSTROEM)
C 1.66463 0.49621 -0.79771
C 0.45444 -0.50457 -0.62182
C -0.62121 -0.01375 0.31608
N -0.41599 0.13594 1.71204
Cl -1.20664 1.70294 -0.41725
C -2.05529 -1.04082 0.08153
N -3.00056 -1.59068 -0.20669
H 1.33701 1.51493 -1.02613
H 2.41183 0.06175 -1.47534
H 2.11879 0.52356 0.10328
H 0.15078 -0.61148 -1.70820
H 0.62593 -1.48219 -0.25930
H -1.30529 -0.16528 2.12892
H -0.15843 0.97344 2.17061

## Properties
Kohn-Sham gap = 11.2 eV
HOMO level = -0.390 Eh
structure (SMILES) = CC[C@@](N)(Cl)C#N

---

*two*
Entry from the Open Molecules 2025 dataset: a structure of composition C4H7ClN2 (wB97M-V/def2-TZVPD).

CARTESIAN COORDINATES (ANGSTROEM)
C 1.28954 1.26839 -0.33747
C -1.69502 0.05693 -0.67870
C -0.36047 -0.75618 -0.67104
C 0.89574 -0.06937 -0.10513
N 1.66438 2.36934 -0.30615
N 0.32623 0.07826 1.77382
Cl 2.29918 -1.16196 -0.06313
H -1.86143 0.19226 -1.77715
H -1.32304 1.05465 -0.23970
H -2.45852 -0.45154 0.01973
H -0.44080 -1.57481 0.00764
H -0.07864 -1.15948 -1.65619
H 0.92047 -0.71639 1.97757
H 0.82237 0.86991 2.05591

## Properties
Kohn-Sham gap = 10.4 eV
HOMO level = -0.378 Eh

---

*one* is preferred energetically. Next in line: 16.9 kcal/mol higher.

---

*one*
Entry from the Open Molecules 2025 dataset: an isolated molecule of C4H7ClN2 (wB97M-V/def2-TZVPD).

CARTESIAN COORDINATES (ANGSTROEM)
C -1.63408 1.08194 -0.23169
C -0.82566 -0.15353 0.15315
N -1.02071 -1.36208 -0.72290
N 0.15036 -1.40402 -1.14054
C 0.67291 -0.28118 -0.32572
C 1.79279 -0.58749 0.62097
Cl 1.02646 1.05124 -1.59131
H -2.18402 1.03660 -1.20993
H -0.84562 1.84903 0.09895
H -2.52069 1.20341 0.35971
H -0.83277 -0.42855 1.16942
H 2.48148 -1.40864 0.22880
H 1.30055 -0.90624 1.65481
H 2.43900 0.30950 0.93629

## Properties
Kohn-Sham gap = 10.3 eV
HOMO level = -0.355 Eh
structure (SMILES) = C[C@H]1N=N[C@@]1(C)Cl

---

*two*
Entry from the Open Molecules 2025 dataset: an isolated molecule of C4H7ClN2 (wB97M-V/def2-TZVPD).

CARTESIAN COORDINATES (ANGSTROEM)
C 2.29434 -0.61503 -0.48635
N 1.59545 0.44710 -0.46648
N 0.46586 0.46018 0.29514
C -0.39424 -0.71682 0.48490
C -1.59679 0.22201 0.44506
Cl -2.99600 -0.27775 -0.50819
C -0.65381 1.27305 -0.17776
H 2.04493 -1.53808 0.03451
H 3.22341 -0.59319 -1.06083
H -0.37446 -1.41218 -0.38207
H -0.19011 -1.30699 1.40111
H -1.94542 0.48911 1.45588
H -0.71809 2.29817 0.24746
H -0.75508 1.27040 -1.28239

## Properties
Kohn-Sham gap = 10.0 eV
HOMO level = -0.330 Eh
structure (SMILES) = C=NN1CC(Cl)C1

---

*two* is preferred energetically. Next in line: 17.8 kcal/mol higher.

---

*one*
Entry from the Open Molecules 2025 dataset: a cluster of 2 separate species, C3H10NO3 in total (wB97M-V/def2-TZVPD).

CARTESIAN COORDINATES (ANGSTROEM)
C 1.42662 -1.34563 1.74325
O 2.13326 -0.62343 2.72149
C 0.18887 -0.52235 1.43979
N -0.41653 -1.00210 0.13534
H 1.13524 -2.33596 2.10660
H 2.03925 -1.46815 0.84258
H 2.76456 -1.23447 3.12589
H -0.57581 -0.63354 2.20350
H 0.41628 0.53313 1.30601
H -0.71726 -1.96715 0.25868
H 0.29092 -0.94019 -0.59927
H -1.19241 -0.40425 -0.20088
O -0.39398 1.52164 -2.93782
C -1.11700 1.73642 -2.02417
O -1.93102 0.78972 -1.46337
H -1.19792 2.72315 -1.55513
H -2.19286 0.22062 -2.20917

## Properties
Kohn-Sham gap = 11.2 eV
HOMO level = -0.544 Eh
total charge = +1

---

*two*
Entry from the Open Molecules 2025 dataset: a cluster of 2 separate species, C3H10NO3 in total (wB97M-V/def2-TZVPD).

CARTESIAN COORDINATES (ANGSTROEM)
O -2.07755 0.89890 -0.01279
C -1.30823 0.86126 -0.95387
C 0.16310 0.55258 -0.74851
C 0.49239 -1.04182 -1.17699
O 1.70310 -1.29691 -0.41284
N 0.81976 0.81043 0.64291
H -1.72135 1.06526 -1.98833
H 0.68529 1.16057 -1.68500
H 0.47443 -0.95893 -2.24015
H -0.29061 -1.64130 -0.63013
H 2.35294 -1.87645 -0.92008
H 0.97517 1.87334 1.05067
H 0.23428 0.61413 1.50551
H 1.60880 0.04540 0.65166
H -1.15986 -0.40594 3.13184
H -1.86609 -0.17676 1.66545
O -1.08558 -0.48376 2.12064

## Properties
Kohn-Sham gap = 10.9 eV
HOMO level = -0.538 Eh
total charge = +1

---

*one* is preferred energetically. Next in line: 42.4 kcal/mol higher.